Entry 1:
# C36H36N8O4S6W

A molecular structure, C36H36N8O4S6W in a non-equilibrium geometry (ωB97M-V/def2-TZVPD, the Open Molecules 2025 dataset).

Calculated values
Total energy = -124865.925 eV
ΔE to the lowest compared entry with this formula, charge and spin = 1.7 kcal per mole

Each line ends with the Mulliken charge.
Atoms and positions in Å:
W 0.163 0.913 1.000  -0.03
S -0.665 1.148 3.361  -0.06
C -1.841 -0.101 3.688  0.46
C -2.534 -0.112 4.898  -0.81
C -3.503 -1.072 5.142  -0.61
C -3.787 -2.037 4.181  -0.73
C -3.094 -2.037 2.981  -0.66
C -2.121 -1.070 2.734  0.29
S -1.221 -1.089 1.236  -0.14
H -2.314 0.644 5.642  0.46
H -4.040 -1.064 6.081  0.38
H -4.542 -2.789 4.368  0.38
H -3.295 -2.794 2.231  0.49
N 6.593 -3.137 -2.099  -0.61
C 5.818 -2.007 -1.858  1.18
C 5.317 -1.249 -2.918  -0.83
C 4.501 -0.158 -2.675  -0.46
C 4.182 0.191 -1.369  -0.34
C 4.678 -0.555 -0.306  -0.20
C 5.478 -1.652 -0.549  -0.70
S 3.234 1.646 -1.069  1.18
O 3.808 2.336 0.044  -0.74
O 3.096 2.293 -2.349  -0.69
N 1.741 1.155 -0.620  -0.26
C 0.945 0.560 -1.530  0.65
S 0.929 0.420 -3.242  -0.10
C -0.593 -0.423 -3.120  -0.80
C -1.005 -0.517 -1.839  -0.98
N -0.106 0.018 -0.954  -0.06
H 7.074 -3.143 -2.985  0.23
H 7.198 -3.407 -1.340  0.22
H 5.581 -1.510 -3.936  0.35
H 4.141 0.452 -3.491  0.54
H 4.421 -0.280 0.707  0.17
H 5.851 -2.243 0.279  0.36
H -1.089 -0.788 -4.004  0.53
H -1.917 -0.949 -1.462  0.42
N 1.656 -1.848 0.188  0.09
C 2.196 -2.773 -0.244  -0.06
N 2.800 -3.836 -0.772  0.05
C 2.788 -3.873 -2.246  -0.30
C 1.499 -4.505 -2.741  -0.55
O 1.317 -5.788 -2.167  -0.44
C 1.208 -5.705 -0.757  -0.46
C 2.479 -5.131 -0.153  -0.69
H 3.658 -4.445 -2.573  0.24
H 2.891 -2.853 -2.615  0.15
H 1.523 -4.641 -3.821  0.40
H 0.647 -3.858 -2.487  0.28
H 1.028 -6.715 -0.392  0.38
H 0.351 -5.073 -0.484  0.28
H 3.320 -5.802 -0.335  0.35
H 2.370 -4.989 0.921  0.47
C 4.736 1.587 3.689  -0.58
O 3.613 2.363 3.255  -0.38
C 2.605 1.783 2.646  0.75
S 2.396 0.137 2.426  -0.23
S 1.398 2.831 2.063  -0.20
H 5.600 2.239 3.602  0.27
H 4.857 0.703 3.066  0.22
H 4.582 1.292 4.726  0.29
C 0.055 3.988 -1.456  -0.89
C -1.255 4.186 -0.749  1.15
C -2.036 5.299 -1.020  -0.92
C -3.239 5.504 -0.359  -0.92
C -3.674 4.584 0.578  -0.71
C -2.938 3.442 0.870  0.64
C -3.476 2.461 1.871  -1.11
C -1.720 3.253 0.199  0.48
N -0.940 2.139 0.450  0.96
H 0.364 4.907 -1.950  0.50
H -0.024 3.211 -2.222  0.15
H 0.844 3.689 -0.767  -0.06
H -1.683 6.022 -1.746  0.44
H -3.832 6.384 -0.573  0.42
H -4.615 4.738 1.093  0.47
H -3.291 2.807 2.889  0.50
H -3.019 1.483 1.762  -0.35
H -4.556 2.360 1.742  0.40
N -9.197 1.479 -0.892  -0.47
C -8.057 1.338 -0.884  -0.13
C -6.628 1.162 -0.873  0.70
C -6.052 0.136 -0.133  -0.69
C -4.672 0.022 -0.149  -0.18
N -3.878 0.840 -0.835  0.12
C -4.442 1.817 -1.540  -0.40
C -5.811 2.024 -1.594  -0.74
H -6.663 -0.543 0.445  0.49
H -4.172 -0.747 0.431  0.33
H -3.765 2.483 -2.065  0.50
H -6.231 2.835 -2.173  0.49



Entry 2:
# C3H35N2O15

16 unconnected molecules or ions with the total composition C3H35N2O15 in a non-equilibrium geometry (ωB97M-V/def2-TZVPD, the Open Molecules 2025 dataset).

Calculated values
Net charge = +1
Total energy = -37363.108 eV
ΔE to the lowest compared entry with this formula, charge and spin = 152.3 kcal per mole

Each line ends with the natural charge from an NBO analysis.
Atoms and positions in Å:
C -0.286 -2.812 -1.985  -0.05
C 0.732 -3.111 -1.092  -0.13
N 0.061 -3.252 0.146  -0.54
C -1.290 -3.265 0.018  0.16
N -1.548 -2.835 -1.263  -0.51
H -0.356 -2.657 -2.976  0.22
H 1.808 -3.165 -0.868  0.24
H 0.195 3.842 1.507  0.55
H -1.939 -3.526 0.714  0.20
H -2.438 -2.657 -1.710  0.43
H 2.603 -1.102 -0.098  0.51
H 4.068 -1.718 -0.261  0.50
O 3.510 -0.921 -0.408  -0.99
H -0.976 1.269 -1.480  0.52
H -2.452 1.116 -1.136  0.49
O -1.646 1.324 -0.777  -1.01
H 0.959 -2.119 1.816  0.51
H -0.552 -1.541 2.040  0.50
O 0.460 -1.478 2.313  -0.99
H -1.266 3.481 0.598  0.51
H -0.179 2.468 1.112  0.54
O -0.582 3.237 1.433  -0.79
H -3.386 0.413 1.445  0.47
H -3.438 -0.923 2.162  0.48
O -3.702 -0.434 1.408  -0.95
H 2.394 3.640 0.883  0.47
H 2.350 2.080 1.003  0.54
O 1.947 2.904 0.647  -1.01
H 0.778 -0.231 1.107  0.49
H 0.492 0.682 -0.056  0.47
O 1.166 0.419 0.470  -0.99
H -2.889 4.166 0.147  0.50
H -2.409 2.863 -0.574  0.52
O -2.144 3.806 -0.394  -0.89
H -2.139 0.599 -4.397  0.48
H -2.757 0.014 -3.034  0.47
O -2.295 -0.213 -3.819  -0.95
H 2.415 -2.755 3.212  0.52
H 2.564 -1.121 2.495  0.50
O 2.929 -1.933 2.883  -1.01
H -4.612 -0.200 -0.687  0.50
H -4.503 -0.476 -2.081  0.48
O -3.931 -0.320 -1.330  -0.96
H 3.338 1.803 -1.229  0.47
H 3.053 0.544 -1.213  0.49
O 2.699 1.250 -1.709  -0.95
H 1.165 1.241 -2.351  0.52
H 0.081 1.550 -3.480  0.48
O 0.237 1.086 -2.657  -0.99
H -0.505 1.657 4.554  0.48
H 0.241 0.797 3.494  0.49
O -0.559 1.352 3.631  -0.97
H 4.314 0.790 0.451  0.47
H 4.220 -0.014 1.601  0.49
O 3.816 0.788 1.239  -0.95



Entry 3:
# C4H5NO3

3 unconnected molecules or ions with the total composition C4H5NO3 in a non-equilibrium geometry (ωB97M-V/def2-TZVPD, the Open Molecules 2025 dataset).

Calculated values
Total energy = -11856.168 eV
ΔE to the lowest compared entry with this formula, charge and spin = 134.5 kcal per mole

Each line ends with the natural charge from an NBO analysis.
Atoms and positions in Å:
C 0.171 0.628 -0.123  -0.47
C -2.005 0.082 0.052  0.65
C 0.519 -0.676 0.096  0.35
C 2.577 -0.049 -0.087  0.35
O -2.970 1.039 -0.077  -0.70
N 0.410 -1.860 0.306  -0.59
O -2.339 -1.054 0.260  -0.62
O 3.205 0.936 -0.261  -0.51
H -2.545 1.887 -0.255  0.49
H -0.556 -2.195 0.423  0.42
H 3.024 -1.059 0.108  0.10
H 0.288 1.324 0.698  0.26
H 0.219 0.996 -1.140  0.26



| no. | orbital gap (eV) |
| --- | --- |
| 1 | 6.806 |
| 2 | 8.529 |
| 3 | 7.587 |